# 1
Molecular formula: C22H39N2O4
Method: DFT, ωB97M-V with the def2-TZVPD basis set

The electronic energy comes out at -1271.6339 Eh. As for the energy above the lowest of the compared OMol25 structures with the same formula, charge and spin: 995.2 kJ/mol. Its net charge is +1. For the LUMO energy, the calculation gives -5.94 eV. As for the maximum force: 0.131 hartree/bohr. The calculation puts the orbital gap at 6.4 eV.

Geometry as XYZ:
```
67
Properties=species:S:1:pos:R:3:nbo_charge:R:1
H 3.55992 2.42282 -4.69414 0.204
H -3.38066 -3.54955 1.27041 0.300
C 0.57514 0.96220 0.31453 -0.607
C -3.44511 -8.06766 -1.18828 0.749
O -4.78712 -6.08174 0.78654 -0.437
H 0.02616 -4.40593 -1.49619 0.268
O -0.61295 -2.37093 1.63252 -0.501
C -0.55857 1.16476 2.58419 -0.395
C 1.35527 -4.04176 1.56596 -0.664
C -0.97490 -4.73229 -1.03493 0.101
C 3.18433 4.83570 -3.32138 -0.399
H -0.91467 -6.76830 -2.21345 0.300
H -0.51569 3.71452 4.96203 0.205
N -1.60869 -3.83272 -0.10181 -0.333
H 0.19122 -3.31558 3.31917 0.236
H -1.93634 2.75115 3.02491 0.206
C 0.00191 3.67155 2.85755 -0.400
H -0.81803 -4.45414 2.29398 0.173
C 2.35233 4.20481 -4.43891 -0.399
C 2.82135 4.37862 -1.90456 -0.397
C -0.94610 -2.52907 0.24170 0.079
H 1.06670 6.53911 -2.47638 0.205
H 3.09517 5.92535 -3.38788 0.204
C -2.86596 -6.59855 -0.81339 -0.050
O -2.68803 -9.16273 -0.63333 -0.639
O -4.46378 -8.26817 -1.87558 -0.458
C 1.36460 4.61447 -1.50178 -0.397
H 1.29378 4.45668 -4.32089 0.194
C -0.05778 -3.58057 2.21717 -0.104
H -0.07985 -2.35390 -0.48705 0.223
H 4.24354 4.61199 -3.49573 0.203
H 1.61254 -5.06792 2.04717 0.238
C 0.97862 6.08736 -1.48597 -0.611
H 0.90658 3.59609 2.24750 0.192
H 0.83912 2.63491 4.58064 0.196
H -0.22780 0.32363 -0.06692 0.171
H 1.92561 2.29825 -5.35649 0.208
H 1.55917 1.41649 2.17526 0.206
H -0.42014 4.66296 2.65946 0.209
C -5.63813 -4.98751 1.12546 0.502
H 1.21344 4.20519 -0.49604 0.194
H 3.04896 3.31257 -1.79516 0.193
H 1.61115 6.64756 -0.79184 0.205
H 0.97856 -0.23034 2.04455 0.194
H -1.36899 0.50622 2.24723 0.188
N -6.09812 -3.99754 1.66410 -0.280
C -1.02280 2.61762 2.43391 -0.399
H -0.06043 6.20045 -1.16236 0.209
H -1.97560 -8.76245 -0.06184 0.489
H 1.30657 -4.23077 0.43916 0.189
H 0.36152 1.99455 0.02924 0.218
H -1.72884 -1.70483 0.00452 0.241
H 1.50381 0.66699 -0.18314 0.210
C 0.71895 0.81108 1.82206 -0.402
H 3.47568 4.89895 -1.19540 0.204
H 2.21495 -3.33905 1.87953 0.251
C -1.51791 -6.13380 -1.45940 -0.211
C 0.36999 3.58986 4.33291 -0.610
C -2.87838 -4.25677 0.50354 0.037
H 0.68846 4.06349 -2.16189 0.191
C -3.56459 -5.61909 0.19829 0.297
H -1.30970 2.80365 1.39319 0.198
H 1.07945 4.38246 4.58781 0.216
C 2.51435 2.69370 -4.52369 -0.609
H 2.66538 4.64258 -5.39337 0.207
H -0.41070 0.93608 3.64522 0.205
H 2.17205 2.19721 -3.61220 0.192
```

# 2
Molecular formula: C33H74O33S10
Method: DFT, ωB97M-V with the def2-TZVPD basis set

The electronic energy comes out at -7766.4032 Eh. As for the energy above the lowest of the compared OMol25 structures with the same formula, charge and spin: 0.0 kJ/mol. As for the SMILES: CCOS(C)(=O)=O.CCOS(C)(=O)=O.CCOS(C)(=O)=O.CCOS(C)(=O)=O.CCOS(C)(=O)=O.CCOS(C)(=O)=O.CCOS(C)(=O)=O.O=S1(=O)OCCO1.O=S1(=O)OCCO1.O=S1(=O)OCCO1.c1ccccc1. For the LUMO energy, the calculation gives -0.03 eV. As for the maximum force: 0.041 hartree/bohr. The calculation puts the orbital gap at 9.6 eV.

Geometry as XYZ:
```
150
Properties=species:S:1:pos:R:3:mulliken_charge:R:1
H 8.37013 19.04195 -6.68755 0.231
C 8.14434 20.04481 -6.33487 -0.842
H 4.79792 16.59549 -0.01874 0.163
H -0.39240 18.68798 -9.27690 0.284
O -1.47900 18.49931 -7.41722 -0.250
H 1.40458 7.89435 -6.01955 0.456
O 3.71049 15.57089 -10.65236 -0.563
C -0.29472 18.50450 -8.20555 -0.647
O -4.44642 13.86414 -3.27399 -0.606
H 1.44620 9.67699 -6.05551 -0.657
C 0.23453 8.75214 -2.50489 -0.375
C -0.11306 7.84977 -1.50271 -0.182
H 3.69653 15.54705 -6.38249 0.050
H -2.57665 10.51401 -2.13097 0.120
H 1.84296 9.24791 -3.90131 0.390
H -0.49105 9.46845 -2.86969 0.406
O 6.79618 20.93140 -4.26737 -0.632
S 1.60161 11.16816 1.41050 1.204
C -3.68035 12.75674 -8.35256 0.107
C 3.20566 14.88401 -7.09121 0.032
C 1.42180 8.76905 -6.66406 0.721
H 1.51677 14.39872 -2.87019 -0.042
H 4.98281 12.75666 -8.85103 0.372
C 0.82173 6.93140 -1.04916 -0.542
O 3.52499 15.51875 -2.59039 -0.743
S 6.77565 11.95094 -6.54433 1.184
O -3.15682 15.66875 -8.08467 -0.616
O 5.21435 12.30079 -6.85172 0.016
C 0.83393 17.42593 -11.80789 -0.317
H -2.84151 17.46392 -9.48325 0.194
C -2.08837 11.83661 -0.46716 -0.544
H 3.40225 7.57429 -3.06201 0.379
H 6.51871 16.93716 0.14059 0.303
H 1.85019 17.40009 -13.75774 0.263
H 2.99077 7.93259 -8.02325 0.164
H 2.98124 11.29290 -0.48123 0.458
H 0.53360 16.19662 -13.60501 0.265
O -4.12312 11.91441 -1.83374 -0.355
H 6.13831 17.52217 -6.43023 0.552
H 4.62658 12.92089 -3.55767 0.230
S 1.54715 12.60444 -4.31123 1.296
C 6.47965 17.37041 -5.40142 -0.192
O 1.50140 14.49016 -10.67991 -0.474
C 7.62556 16.40347 -5.28294 -0.802
C -4.73457 11.72462 -8.67110 -1.435
H 1.15009 14.59532 -6.37917 -0.496
O 6.98626 11.08875 -7.87204 -0.390
C 2.09612 6.83680 -1.60557 -0.463
S -3.81811 12.58837 -3.29100 1.106
C 5.29448 13.77835 -3.56894 -0.754
H -1.09925 7.88073 -1.05831 0.415
O 0.63930 12.03424 -5.26395 -0.539
H -0.19568 16.38720 -8.52111 0.249
O 2.08005 9.74119 -8.65288 -0.179
H -4.48600 11.08963 -9.52324 0.397
H 7.45513 15.40699 -5.69117 0.083
O -4.22341 13.57879 -7.28485 -0.309
S -3.36547 14.89094 -6.89826 1.345
H 1.39503 12.18581 -0.72600 -0.160
C 1.52940 14.97349 2.32593 -1.243
C 2.39957 7.68990 -2.66380 -0.858
O 2.48706 13.65311 -5.11723 0.015
O -3.93446 15.48234 -5.73444 -0.626
H 7.95046 20.76482 -7.12127 0.367
H 5.35484 9.81607 -8.11049 0.288
H 6.28269 13.47903 -3.21476 0.590
O 2.60388 10.35223 2.02308 -0.687
H -4.23648 10.47858 -4.21746 0.257
S -2.80252 19.25726 -7.93261 1.211
S 6.65596 19.96921 -5.31600 1.190
H 8.92377 20.36027 -5.64586 0.318
H 8.46559 16.79632 -5.86513 0.404
H 6.60752 17.83738 -2.14545 0.331
H 0.59189 6.27350 -0.21823 0.352
H 2.70475 15.43442 -7.88411 -0.357
H 3.77637 11.65690 -8.10282 0.150
C 1.51657 8.69057 -3.03259 0.065
H 0.33479 19.30373 -7.80644 0.287
C 0.88515 13.62751 1.96910 0.153
H -3.60284 10.36055 -0.68245 0.450
H -3.47725 13.35796 -9.23524 0.317
C 2.09838 14.05504 -6.43507 0.880
O 1.96499 12.69497 1.79145 -0.335
H 5.37032 14.23749 -4.54904 -0.107
H -1.26408 13.78069 -7.34238 0.343
O -2.41816 12.42813 -3.59396 -0.529
O 6.73957 11.13387 -5.37801 -0.581
C 1.32781 16.72694 -13.08415 -0.290
C 2.58104 8.87287 -7.64511 -0.179
H 0.84694 15.75884 2.00867 0.388
O -3.85948 18.84582 -7.08223 -0.550
H 6.05767 10.69370 -9.57106 0.288
H -2.62790 12.28730 0.36504 0.353
H -5.70639 11.40280 -3.72694 0.455
H -5.63652 12.26060 -8.98461 0.353
O 5.99494 15.92485 -2.39632 0.028
C -4.77013 11.42253 -4.27925 -0.835
C 5.75324 10.73796 -8.53214 -0.263
H -0.20048 17.20316 -11.55133 0.223
S 2.35706 15.56356 -11.08314 1.148
O 7.65590 13.06454 -6.62520 -0.585
H 0.45702 16.94051 -6.94094 0.365
C 5.60216 17.26531 -0.33925 -1.019
O 0.22200 10.92521 1.73041 -0.634
H 0.25064 13.23401 -2.45638 -0.657
H 1.44575 10.40392 -0.76253 -0.375
H 3.89021 14.17143 -7.53627 -0.134
O -2.44156 20.63652 -8.12081 -0.659
H 5.20967 18.23510 -0.03155 0.384
S 0.47938 9.48441 -8.87303 0.878
C 4.83220 11.90816 -8.18034 -0.340
C 0.71447 13.77813 -3.27670 0.604
H 5.53791 16.95420 -5.01694 0.055
C 1.90488 11.30474 -0.35275 0.226
C -3.04465 18.52669 -9.58534 -0.831
H -4.89081 11.78618 -5.29517 0.164
H -1.14773 14.95288 -6.00120 0.386
C -3.06789 11.05849 -1.32572 -0.398
H -4.09707 18.72130 -9.77684 0.432
H 1.62601 15.04722 3.40819 0.327
C -1.75976 14.18473 -6.46396 -1.097
S 4.77544 14.88133 -2.25726 1.112
H 7.94443 16.26219 -4.25151 0.197
C 0.38331 17.15524 -8.00892 -0.633
H -1.39493 12.50667 -0.96554 -0.032
H 3.44204 9.34292 -7.16383 0.145
H -1.49119 11.06770 0.03883 0.278
O 2.26469 15.71506 -12.67226 -0.378
O 6.77102 18.53950 -4.62926 -0.268
H 2.84732 6.15922 -1.22715 0.408
O 0.25468 8.72170 -7.47519 -0.424
H 4.94613 17.70710 -2.43103 0.387
O -0.20380 10.72891 -8.85387 -0.308
O 0.29159 8.57233 -9.95039 -0.611
H 0.01258 14.39948 -3.82192 0.164
C 5.74120 17.24764 -1.84056 -0.428
H -1.99169 13.39116 -5.75357 0.255
H -2.79908 12.27751 -7.92416 0.181
H 1.01335 18.49698 -11.86371 0.333
H -5.03456 11.04520 -7.87415 0.312
H -2.40425 19.01086 -10.31369 0.340
H 1.95096 13.17298 -7.06217 0.067
O 2.47633 11.77780 -3.59319 -0.775
H 2.51135 14.96225 1.86212 0.262
O 5.50627 19.96970 -6.17260 -0.622
H 0.29397 13.70125 1.04740 0.049
O 4.86859 14.16564 -1.01316 -0.660
O 1.67912 16.96546 -10.74642 -0.175
H 1.40927 17.21259 -8.35763 0.285
H 0.18403 13.25072 2.71418 0.355
```

# 3
Molecular formula: C3H10N5
Method: DFT, ωB97M-V with the def2-TZVPD basis set

The electronic energy comes out at -393.7187 Eh. As for the energy above the lowest of the compared OMol25 structures with the same formula, charge and spin: 365.7 kJ/mol. As for the SMILES: [H]/N=C\C[C@H](N)NN=[NH2+]. Its net charge is +1. For the LUMO energy, the calculation gives -4.60 eV. As for the maximum force: 0.087 hartree/bohr. The calculation puts the orbital gap at 9.2 eV.

Geometry as XYZ:
```
18
Properties=species:S:1:pos:R:3:nbo_charge:R:1
H -0.79169 -2.34416 1.06689 0.192
N 1.96896 1.07257 -0.37954 -0.802
C 0.86371 0.26360 -0.45451 0.140
N -1.37456 -1.81500 -0.80169 -0.544
H 2.11682 1.35246 0.54243 0.377
H -1.01725 -1.37053 -1.64840 0.331
N -2.51777 1.30855 0.26163 -0.507
C 0.83132 -1.09415 0.32096 -0.505
H -3.47356 1.52212 -0.12667 0.457
N -1.54691 0.68757 -0.32069 0.193
H 1.54736 -1.71348 -0.07695 0.262
H 2.02404 1.75398 -1.14895 0.409
H 0.64668 0.05872 -1.59954 0.224
N -0.42587 1.00502 0.09330 -0.285
C -0.56252 -1.75235 0.23916 0.109
H -0.31079 1.61088 0.82129 0.362
H 1.16885 -0.90250 1.34328 0.225
H -2.20763 1.83600 1.05504 0.362
```

# 4
Molecular formula: C18H21ClEuN2O3
Method: DFT, ωB97M-V with the def2-TZVPD basis set

The electronic energy comes out at -2204.4330 Eh. Its net charge is -1. For the LUMO energy (spin up / spin down), the calculation gives 2.74 / 2.75 eV. As for the maximum force: 0.060 hartree/bohr. The calculation puts the orbital gap (spin up / spin down) at 7.2 / 7.3 eV. Its multiplicity is 7.

Geometry as XYZ:
```
46
Properties=species:S:1:pos:R:3:nbo_charge:R:1
C -1.27859 -1.91878 -3.62344 -0.332
H -2.11167 -2.53223 -1.59624 0.254
O 2.63934 -1.72307 0.74885 -0.587
C -1.43894 3.09010 2.39760 -0.613
C 1.98089 0.29641 -3.89317 -0.325
H -1.35353 1.46350 -3.33264 0.228
C -0.12049 0.56860 0.96508 0.709
H -1.49947 3.12303 1.30409 0.239
H -1.96422 0.93526 4.81686 0.201
Eu 0.36550 -0.73639 -1.76576 1.416
C 2.91279 -0.65697 -2.00728 -0.398
O -0.91302 1.13451 0.12772 -0.671
H 1.68505 -1.68150 -4.98308 0.217
H 1.50952 1.02906 -4.57905 0.215
C 2.49387 0.59395 -2.59359 -0.382
H 2.43774 1.57238 -2.06220 0.226
C -1.05486 -0.62448 -4.18917 -0.290
H 2.70976 -2.79974 -2.72381 0.246
H 3.18462 -0.81212 -0.94354 0.269
H -2.83294 -0.58968 4.51779 0.205
C 2.63067 -1.71361 -2.93835 -0.322
H -0.93201 -2.89100 -4.03524 0.232
C -0.26554 2.24872 2.84708 -0.387
H -0.19089 2.30904 3.94208 0.223
N 0.86842 -0.21937 0.43187 -0.773
C 1.81493 -0.94636 1.19901 0.824
C -1.91191 -1.74037 -2.34680 -0.353
C 2.06795 -1.12109 -4.10418 -0.312
C -1.51300 0.36413 -3.26778 -0.365
H -2.41377 0.45179 2.34749 0.225
H -2.37525 2.68683 2.80363 0.197
H 2.51483 -1.09250 3.01573 0.416
C -0.28559 0.75520 2.49135 -0.236
C -1.56796 -0.00239 2.88669 -0.390
H -1.31131 4.11275 2.78218 0.201
C -1.87737 -0.06527 4.37087 -0.612
C -2.06411 -0.32823 -2.12590 -0.399
H -1.48069 -1.04127 2.50986 0.220
H -2.37800 0.14153 -1.17016 0.262
H -0.52225 -0.42327 -5.13889 0.221
N 1.79087 -0.62302 2.52814 -0.651
H -1.10545 -0.62174 4.92211 0.225
C 0.91408 0.12405 3.25146 0.724
H 0.67367 2.69352 2.47468 0.208
Cl 0.48991 -3.04802 -0.72978 -0.583
O 1.07845 0.25812 4.46785 -0.621
```